ORCA calculation (ωB97M-V with the def2-TZVPD basis set) on HgIO4P as an isolated structure.

Results
Total energy = -1093.49207 Eh
HOMO = 0.255 eV
Net charge = -2
Energy above the lowest of the compared OMol25 structures with the same formula, charge and spin = 0.000 eV
LUMO level = 4.5309 eV
Maximum force = 3.34 eV/Å

Cartesian coordinates (Å):
1 Hg 0.474 -0.209 -1.958
2 I -2.314 -0.486 -2.264
3 P 0.371 0.215 0.906
4 O 1.328 -0.798 0.129
5 O 0.917 0.835 2.190
6 O -0.767 -0.830 1.113
7 O -0.008 1.275 -0.116